[1]
This record from OMol25 describes 2 unconnected molecules or ions with the total composition C12H18O2S at a distorted geometry. The level of theory is the ωB97M-V functional and the def2-TZVPD basis.

```
33
Properties=species:S:1:pos:R:3:forces:R:3
C 0.78692 -0.06936 -0.44523 1.46 0.18 0.46
C 0.28824 0.63859 -1.56234 -0.94 0.52 0.34
C -0.21323 -0.76277 0.25936 0.67 -1.56 1.70
C 4.00349 -1.61895 1.36909 -0.50 -0.33 0.00
C -3.08726 1.68011 -0.19155 1.32 -1.44 0.64
C -3.03957 0.50877 0.77059 -0.19 0.93 -0.23
C -1.80706 1.80553 -0.97688 -0.85 -0.06 -1.24
C -2.73778 -0.75038 0.07172 -0.28 -2.66 1.03
C -1.27254 0.49478 -1.51810 1.83 -0.47 0.45
C -1.42696 -0.76423 -0.60351 0.14 0.71 -2.97
C 3.48077 -0.37453 -1.33340 1.66 -1.49 2.35
C 2.88457 1.79408 0.32013 -1.84 0.22 0.13
O 0.91380 1.37711 -2.29673 0.42 0.41 -0.84
O -0.09066 -1.35060 1.34272 -0.41 0.55 -0.74
S 2.41972 0.01158 0.16396 0.42 -0.22 -0.62
H 3.74958 -1.50899 2.47847 -0.26 -0.53 -1.28
H 3.47992 -2.55309 0.89734 0.39 1.38 1.21
H -3.96250 1.46922 -0.71080 -1.51 0.30 -1.64
H -3.20147 2.47250 0.46520 -0.55 2.25 0.63
H -2.48317 0.72611 1.66650 0.89 -0.18 0.19
H -4.02934 0.39609 1.12331 -1.28 -0.05 0.66
H -1.83767 2.47598 -1.84680 -0.32 0.11 0.36
H -1.12778 2.24344 -0.31027 1.39 0.57 1.02
H -2.69017 -1.51078 0.90764 -0.49 0.09 -1.27
H -3.53029 -0.94101 -0.69827 0.43 -0.18 0.86
H -1.65799 0.32391 -2.50841 -0.20 -0.17 -0.43
H -1.25580 -1.53950 -1.42939 -0.53 0.16 1.68
H 4.02960 -1.40404 -1.22743 -1.38 2.05 0.03
H 4.23103 0.41349 -1.41849 -0.23 -0.19 -0.14
H 2.74511 -0.34344 -2.05188 -1.10 0.03 -2.17
H 3.92780 1.75442 0.08272 0.55 0.55 0.28
H 2.60830 2.21888 1.32485 0.56 -0.80 -0.90
H 2.28722 2.35547 -0.44655 0.71 -0.68 0.45
```
Forces are in eV/Å.

Properties
Total energy in eV: -27659.8510
Frontier orbital gap in hartree: 0.285
Energy relative to the best compared isomer or geometry (same formula, charge and spin) in kcal/mol: 130.52
Net charge: 0
Highest occupied orbital energy in eV: -8.6050
F_max in hartree/bohr: 0.0631

=====

[2]
This record from OMol25 describes a single C8H16N2O3 molecule at a distorted geometry. The level of theory is the ωB97M-V functional and the def2-TZVPD basis.

```
29
Properties=species:S:1:pos:R:3:forces:R:3
C 0.33008 -0.78566 0.98628 -2.38 -1.04 1.83
C 0.24945 -1.83165 -0.11827 1.18 -1.43 -0.20
C -1.03437 -0.04212 1.05769 -1.43 -1.49 -0.12
C -1.01859 1.12053 2.06575 -1.78 -0.74 -0.47
C -2.25890 2.04224 2.12088 -0.15 1.31 -1.00
C -0.59724 0.67614 3.42837 2.70 1.38 0.05
C 1.36731 -0.31623 -1.73839 0.32 -2.20 -1.74
C 0.60519 0.59436 -2.61403 -3.01 -2.18 -1.09
H 1.26529 0.70010 1.85841 0.78 0.75 1.22
H 2.22006 -0.20966 0.79131 1.29 -0.08 0.58
H 0.40039 -1.37318 1.91940 -0.33 -0.49 -0.56
H -1.26220 0.23909 0.03340 -0.04 0.87 -0.19
H -1.84475 -0.77818 1.24480 0.52 0.15 0.30
H -0.26636 1.65028 1.54706 0.95 1.65 0.32
H -2.28585 2.42207 1.03456 -0.50 0.09 1.72
H -2.07931 2.90746 2.88378 -0.18 -1.37 -1.59
H -3.29289 1.64963 2.36584 1.42 -0.18 -0.25
H 0.34160 0.08839 3.25715 -1.05 -0.10 1.10
H -0.24140 1.59141 3.99492 -0.60 -0.99 -0.31
H -1.36618 0.18187 3.97965 -0.30 -0.60 0.32
H 0.36336 -2.42136 -2.00468 1.07 2.03 0.37
H 2.22339 -0.68857 -2.40205 -0.20 1.26 1.51
H 1.44708 0.28946 -0.82625 1.14 -0.63 -0.26
H 0.30823 2.30365 -3.16453 0.77 -0.29 0.44
N 1.34518 0.16854 1.04455 0.70 0.83 -2.44
N 0.68110 -1.59543 -1.41240 -1.25 -0.09 1.29
O -0.10539 -2.96527 0.20823 -0.31 1.08 -0.48
O -0.37530 0.21324 -3.23336 0.60 0.53 0.09
O 0.98420 1.83829 -2.60831 0.06 1.95 -0.46
```
Forces are in eV/Å.

Properties
Total energy in eV: -17677.0533
Frontier orbital gap in hartree: 0.366
SMILES: CC(C)C[C@H](N)C(=O)NCC(=O)O
Energy relative to the best compared isomer or geometry (same formula, charge and spin) in kcal/mol: 62.23
Net charge: 0
Highest occupied orbital energy in eV: -9.4020
F_max in hartree/bohr: 0.0753